Entry 1:
# C4H11NOS

A single C4H11NOS molecule (ωB97M-V/def2-TZVPD, the Open Molecules 2025 dataset).

Computed properties:
LUMO level: 0.7 eV
frontier orbital gap: 9.45 eV
SMILES: N[C@H](CO)CCS
energy relative to the best compared isomer or geometry (same formula, charge and spin): 39.2 kcal/mol

ORCA input file:
```
! RIJCOSX wB97M-V def2-TZVPD def2/J DEFGRID3
* xyz 0 1
S -1.655 -0.226 1.858
O 2.631 1.133 -1.310
N 0.019 1.287 -0.402
C 0.743 0.009 -0.175
C -0.246 -1.099 -0.456
C 1.904 -0.067 -1.246
C -1.654 -1.014 0.139
H 1.518 -0.255 -2.247
H 1.134 -0.060 0.836
H 0.143 -2.045 -0.082
H -2.461 -0.547 -0.468
H 2.406 1.693 -2.049
H -0.397 -1.144 -1.537
H -2.020 0.971 1.408
H -2.135 -1.978 0.352
H 2.571 -0.846 -0.893
H -0.814 1.203 -0.977
H 0.464 2.043 -0.918
*
```

Entry 2:
# C4H11NOS

A single C4H11NOS molecule (ωB97M-V/def2-TZVPD, the Open Molecules 2025 dataset).

Computed properties:
LUMO level: 0.8 eV
frontier orbital gap: 9.86 eV
SMILES: N[C@H](CO)CCS
energy relative to the best compared isomer or geometry (same formula, charge and spin): 26.0 kcal/mol

ORCA input file:
```
! RIJCOSX wB97M-V def2-TZVPD def2/J DEFGRID3
* xyz 0 1
S 0.299 -2.930 -1.457
O -0.061 2.879 -0.553
N 0.866 0.661 1.259
C 0.181 0.458 -0.033
C 0.223 -2.053 0.148
C -0.700 1.622 -0.439
C -0.674 -0.806 0.086
H -0.173 -2.837 0.788
H -1.385 -0.900 -0.729
H 1.241 -1.786 0.381
H 0.942 0.308 -0.764
H -1.549 1.697 0.256
H -1.153 1.436 -1.412
H 0.610 2.986 0.132
H 1.131 -2.106 -2.107
H -1.212 -0.717 1.027
H 0.235 0.478 2.034
H 1.181 1.608 1.384
*
```

Entry 3:
# C4H11NOS

A single C4H11NOS molecule (ωB97M-V/def2-TZVPD, the Open Molecules 2025 dataset).

Computed properties:
LUMO level: 0.8 eV
frontier orbital gap: 9.70 eV
SMILES: OCNCCCS
energy relative to the best compared isomer or geometry (same formula, charge and spin): 50.6 kcal/mol

ORCA input file:
```
! RIJCOSX wB97M-V def2-TZVPD def2/J DEFGRID3
* xyz 0 1
S 1.620 -1.270 -0.626
O -2.761 -1.129 -0.235
N -0.979 0.180 0.574
C 1.068 1.471 0.075
C 1.960 0.253 0.382
C -0.299 1.496 0.753
C -2.270 0.205 -0.112
H 3.071 0.453 0.101
H 1.518 -0.518 -1.715
H -0.451 -0.478 -0.010
H -1.984 -1.503 0.216
H -0.953 2.261 0.346
H -2.258 0.723 -1.111
H -2.949 0.793 0.536
H -0.343 1.762 1.882
H 1.950 -0.010 1.379
H 1.550 2.348 0.640
H 1.108 1.709 -0.974
*
```

Entry 4:
# C4H11NOS

A single C4H11NOS molecule (ωB97M-V/def2-TZVPD, the Open Molecules 2025 dataset).

Computed properties:
LUMO level: 0.8 eV
frontier orbital gap: 9.86 eV
SMILES: N[C@@H](CO)CCS
energy relative to the best compared isomer or geometry (same formula, charge and spin): 35.6 kcal/mol

ORCA input file:
```
! RIJCOSX wB97M-V def2-TZVPD def2/J DEFGRID3
* xyz 0 1
S 1.686 1.317 1.726
O -2.695 -0.192 0.518
N -1.055 -0.508 -1.729
C 1.004 -0.483 -0.228
C 1.943 0.695 -0.008
C -0.446 -0.050 -0.482
C -1.317 -0.424 0.826
H 1.392 -1.008 -1.111
H 1.192 -1.204 0.578
H -1.391 -1.471 -1.696
H -1.055 0.335 1.570
H -2.972 -1.049 0.207
H -1.026 -1.427 1.147
H 2.520 2.340 1.506
H 3.015 0.531 -0.054
H 1.652 1.542 -0.642
H -0.521 1.039 -0.452
H -1.926 0.016 -1.678
*
```

Entry 5:
# C4H11NOS

A single C4H11NOS molecule (ωB97M-V/def2-TZVPD, the Open Molecules 2025 dataset).

Computed properties:
LUMO level: 0.8 eV
frontier orbital gap: 9.67 eV
SMILES: N[C@@H](CO)CCS
energy relative to the best compared isomer or geometry (same formula, charge and spin): 58.0 kcal/mol

ORCA input file:
```
! RIJCOSX wB97M-V def2-TZVPD def2/J DEFGRID3
* xyz 0 1
S -1.397 0.146 2.475
O 1.955 -1.452 0.298
N -0.268 -0.801 -1.723
C 1.569 -0.230 -0.283
C -0.029 -0.291 -0.331
C -1.881 0.956 0.846
C -0.689 1.059 -0.149
H -2.636 0.165 0.623
H -0.243 -0.258 2.154
H -0.238 -1.090 0.496
H 0.347 -0.436 -2.395
H -0.913 1.482 -1.152
H -0.196 -1.798 -1.888
H 2.842 -1.597 0.561
H 1.869 0.628 0.346
H 2.074 -0.205 -1.198
H 0.147 1.790 0.243
H -2.312 1.932 1.078
*
```

Entry 6:
# C4H11NOS

A single C4H11NOS molecule (ωB97M-V/def2-TZVPD, the Open Molecules 2025 dataset).

Computed properties:
LUMO level: 0.9 eV
frontier orbital gap: 9.66 eV
SMILES: C[C@@H](CS)NCO
energy relative to the best compared isomer or geometry (same formula, charge and spin): 31.1 kcal/mol

ORCA input file:
```
! RIJCOSX wB97M-V def2-TZVPD def2/J DEFGRID3
* xyz 0 1
S -1.642 1.625 1.971
O 0.126 -2.845 -1.419
N 0.068 -0.579 -0.861
C -0.498 -1.889 -0.597
C -0.963 1.280 0.326
C 0.216 0.294 0.301
C 1.564 1.033 0.261
H -0.690 2.186 -0.224
H -1.578 -1.887 -0.795
H -0.815 2.586 2.382
H 0.884 -0.660 -1.463
H 1.469 1.944 -0.310
H 2.342 0.404 -0.169
H -0.344 -2.180 0.449
H 0.244 -0.289 1.226
H 1.899 1.255 1.268
H -0.481 -3.184 -2.081
H -1.802 0.905 -0.263
*
```

Entry 7:
# C4H11NOS

A single C4H11NOS molecule (ωB97M-V/def2-TZVPD, the Open Molecules 2025 dataset).

Computed properties:
LUMO level: 0.7 eV
frontier orbital gap: 9.44 eV
SMILES: OCNCCCS
energy relative to the best compared isomer or geometry (same formula, charge and spin): 44.0 kcal/mol

ORCA input file:
```
! RIJCOSX wB97M-V def2-TZVPD def2/J DEFGRID3
* xyz 0 1
S -1.368 0.487 -1.999
O 2.502 -1.319 -0.880
N 1.078 0.291 0.100
C -2.126 0.396 -0.325
C 2.407 -0.265 0.155
C 0.073 -0.534 0.669
C -1.260 0.211 0.947
H 3.222 0.393 -0.149
H -2.662 -0.547 -0.424
H -2.925 1.133 -0.244
H -1.635 1.782 -2.350
H -0.231 -1.420 0.095
H 2.620 -0.706 1.130
H 1.093 1.249 -0.168
H -1.874 -0.328 1.675
H 1.711 -1.061 -1.368
H -1.029 1.134 1.483
H 0.406 -0.897 1.653
*
```

Entry 8:
# C4H11NOS

A single C4H11NOS molecule (ωB97M-V/def2-TZVPD, the Open Molecules 2025 dataset).

Computed properties:
LUMO level: 0.7 eV
frontier orbital gap: 9.13 eV
SMILES: OCNCCCS
energy relative to the best compared isomer or geometry (same formula, charge and spin): 67.7 kcal/mol

ORCA input file:
```
! RIJCOSX wB97M-V def2-TZVPD def2/J DEFGRID3
* xyz 0 1
S 2.615 -0.779 0.432
O -2.530 -1.150 -0.868
N -0.234 -0.629 -0.943
C 0.771 1.546 0.167
C -1.235 -1.630 -0.597
C 1.722 0.843 1.047
C -0.395 0.712 -0.078
H -0.403 -0.207 -1.890
H -1.101 -1.621 0.555
H 1.378 -1.026 -0.100
H 1.343 0.519 2.025
H 0.507 2.489 0.725
H 1.154 2.028 -0.751
H -1.149 1.199 -0.632
H -0.945 -2.650 -0.835
H -3.232 -1.728 -0.563
H -0.972 0.593 0.942
H 2.706 1.489 1.363
*
```

Entry 9:
# C4H11NOS

A single C4H11NOS molecule (ωB97M-V/def2-TZVPD, the Open Molecules 2025 dataset).

Computed properties:
LUMO level (alpha / beta): 0.6 / -1.4 eV
frontier orbital gap (alpha / beta): 5.49 / 7.29 eV
expectation value of S²: 2.0124
energy relative to the best compared isomer or geometry (same formula, charge and spin): 59.9 kcal/mol

ORCA input file:
```
! RIJCOSX wB97M-V def2-TZVPD def2/J DEFGRID3
* xyz 0 3
S 1.616 -0.026 -1.050
O 2.300 1.094 -1.603
N -0.800 0.510 0.736
C -1.964 0.122 -0.045
C 0.342 1.042 0.224
C 1.703 -1.213 -2.177
C -0.685 -0.229 2.024
H -1.270 0.225 2.879
H -0.904 -1.257 1.867
H 0.991 1.445 1.008
H -2.829 0.629 0.456
H 0.374 -0.056 2.318
H 0.081 1.677 -0.589
H 2.492 -0.475 0.073
H 1.316 -0.851 -3.084
H -1.907 0.526 -1.128
H -1.928 -0.998 -0.124
H 1.071 -2.168 -1.785
*
```

Entry 10:
# C4H11NOS2

A 2-piece molecular cluster, C4H11NOS2 overall (ωB97M-V/def2-TZVPD, the Open Molecules 2025 dataset).

Computed properties:
LUMO level: 0.7 eV
frontier orbital gap: 9.58 eV
SMILES: CC(N)=O.CSSC
energy relative to the best compared isomer or geometry (same formula, charge and spin): 0.0 kcal/mol

ORCA input file:
```
! RIJCOSX wB97M-V def2-TZVPD def2/J DEFGRID3
* xyz 0 1
S -1.071 1.437 -2.026
S -1.989 2.538 -0.576
O -0.188 -1.148 0.896
N 1.465 -0.223 -0.347
C 2.067 -1.907 1.293
C 1.000 -1.075 0.615
C -1.023 2.117 0.890
C -1.883 -0.167 -1.856
H 0.789 0.365 -0.840
H -1.473 -0.829 -2.637
H 2.460 -0.163 -0.579
H -1.694 -0.626 -0.871
H -1.095 1.046 1.142
H 2.594 -2.542 0.562
H 0.042 2.377 0.760
H 1.593 -2.557 2.048
H -2.973 -0.084 -2.003
H 2.806 -1.263 1.798
H -1.427 2.704 1.732
*
```

Entry 11:
# C4H11NP

A 2-piece molecular cluster, C4H11NP overall (ωB97M-V/def2-TZVPD, the Open Molecules 2025 dataset).

Computed properties:
LUMO level: -4.5 eV
frontier orbital gap: 8.69 eV
energy relative to the best compared isomer or geometry (same formula, charge and spin): 59.5 kcal/mol

ORCA input file:
```
! RIJCOSX wB97M-V def2-TZVPD def2/J DEFGRID3
* xyz 1 1
P 2.477 -0.668 1.781
N 1.569 0.749 0.752
C -2.316 1.462 -0.234
C 0.050 -1.714 -1.466
C -0.755 -0.469 -1.153
C -1.490 0.374 -0.641
H 0.723 0.360 0.255
H 0.807 -1.803 -0.719
H -3.001 1.763 -0.930
H 2.244 1.125 0.032
H 1.341 1.515 1.372
H -2.834 1.243 0.645
H 1.757 -1.775 1.226
H -1.702 2.452 -0.054
H -0.689 -2.579 -1.232
H 1.482 -0.464 2.835
H 0.336 -1.572 -2.467
*
```

Entry 12:
# C4H11NP2

A single C4H11NP2 molecule (ωB97M-V/def2-TZVPD, the Open Molecules 2025 dataset).

Computed properties:
LUMO level: 0.9 eV
frontier orbital gap: 9.37 eV
SMILES: C[C@H]1PCPN1C
energy relative to the best compared isomer or geometry (same formula, charge and spin): 24.1 kcal/mol

ORCA input file:
```
! RIJCOSX wB97M-V def2-TZVPD def2/J DEFGRID3
* xyz 0 1
P 0.104 1.159 -1.469
P 1.566 -1.353 -0.334
N 0.185 -0.759 0.428
C 1.663 0.045 -1.644
C 0.300 -0.243 1.801
C -0.770 -0.168 -0.414
C -1.923 0.502 0.318
H -2.236 0.019 1.190
H 0.798 0.738 1.784
H 2.479 0.897 -1.421
H -0.726 -0.207 2.115
H 1.659 -0.220 -2.697
H -2.712 0.696 -0.330
H -1.554 1.459 0.656
H 0.757 -0.954 2.502
H 0.730 1.488 -0.154
H -1.286 -0.899 -1.088
H 0.965 -2.201 -1.245
*
```

no.,strongest force on any atom (eV/A)
1,2.96
2,1.26
3,3.63
4,2.56
5,3.93
6,0.78
7,2.81
8,5.94
9,5.34
10,0.89
11,4.13
12,2.97